Entry 1:
15
Properties=species:S:1:pos:R:3:lowdin_charge:R:1 method="wB97M-V/def2-TZVPD" e_above_lowest_kj_mol=429.6 e_tot_ha=-341.84000 charge=0 e_homo_ha=-0.296
C -0.9113 0.4308 -0.4590 -0.215
C -1.4907 -0.9488 -0.4950 -0.077
C 1.4037 0.2985 -0.3364 -0.507
N 1.7182 -0.9818 0.0475 0.114
C -0.2150 1.6186 1.4315 0.023
N -1.0439 1.1799 0.6347 -0.028
O 1.8812 0.8200 -1.3266 -0.012
H -0.8647 0.9844 -1.3922 0.129
H 1.4590 -1.3089 0.9626 0.088
H 2.4438 -1.4709 -0.4558 0.098
H -1.3839 -1.4429 0.4726 0.077
H -2.5546 -0.9298 -0.7546 0.078
H -0.9704 -1.5381 -1.2506 0.078
H -0.4585 2.2781 2.2613 0.063
H 0.9871 1.0107 0.6600 0.092



Entry 2:
15
Properties=species:S:1:pos:R:3:lowdin_charge:R:1 method="wB97M-V/def2-TZVPD" smiles="C[C@@H](O)C(N)=C=N" e_above_lowest_kj_mol=317.0 e_tot_ha=-341.88291 charge=0 e_homo_ha=-0.276
C -0.8830 1.5273 -0.4105 -0.043
C -0.2462 0.5980 0.6179 -0.432
C 0.3313 -0.6563 -0.0005 -0.309
N -0.3551 -1.8781 0.1130 0.087
C 1.5582 -0.4727 -0.4452 -0.148
O -1.0961 0.3661 1.6954 -0.011
N 2.6924 -0.5975 -0.9059 0.132
H -1.7666 -0.2790 1.4375 0.088
H -0.9697 -1.9906 0.9110 0.078
H 0.2217 -2.6753 -0.1202 0.092
H 2.8650 -0.2806 -1.8579 0.061
H 0.7669 1.0761 0.9442 0.168
H -0.1537 1.8100 -1.1648 0.076
H -1.7208 1.0217 -0.8915 0.083
H -1.2440 2.4308 0.0776 0.079



Entry 3:
15
Properties=species:S:1:pos:R:3:lowdin_charge:R:1 method="wB97M-V/def2-TZVPD" smiles=Cc1cnc[nH]1.O e_above_lowest_kj_mol=287.0 e_tot_ha=-341.89435 charge=0 e_homo_ha=-0.300
C -0.4231 0.8461 -1.4389 -0.027
C 0.6869 -0.2076 -1.0844 -0.324
C 1.6783 -0.0315 -0.0797 -0.132
N 2.3990 -1.2072 0.0724 -0.003
C 1.8719 -2.1425 -0.6339 -0.110
N 0.7337 -1.4709 -1.6090 0.096
H -1.1726 0.8006 -0.7056 0.045
H 0.2852 1.7089 -1.5780 0.095
H -1.0473 0.6881 -2.2978 0.054
H 1.9676 0.7845 0.6085 0.106
H 1.8798 -3.2651 -0.8148 0.113
H 0.3150 -1.8985 -2.3722 0.087
H -3.6185 1.6877 4.5042 0.030
H -2.8101 1.7785 3.2434 0.024
O -2.7458 1.9292 4.1859 -0.054



Entry 4:
15
Properties=species:S:1:pos:R:3:lowdin_charge:R:1 method="wB97M-V/def2-TZVPD" smiles=C[C@@]12C[N@@H+]1[C@@]2(N)[O-] e_above_lowest_kj_mol=383.2 e_tot_ha=-341.85770 charge=0 e_homo_ha=-0.329
C -1.2894 -1.3438 -0.0726 -0.019
C -0.2491 -0.3059 -0.4284 -0.304
C -0.6676 1.0123 -0.9675 -0.062
N -0.2234 0.9722 0.3999 0.060
C 1.0832 -0.2316 0.2616 -0.610
O 1.1298 -0.6457 1.4349 -0.033
N 2.2128 0.2306 -0.3994 0.145
H -2.2909 -0.8965 -0.0198 0.085
H -1.3289 -2.1611 -0.8027 0.085
H -1.0385 -1.7663 0.9033 0.082
H -0.0004 1.5748 -1.6293 0.108
H -1.7213 1.1549 -1.1893 0.115
H -0.3692 0.6250 1.3696 0.164
H 2.0512 0.8232 -1.2039 0.082
H 2.8274 0.6735 0.2725 0.103



Entry 5:
15
Properties=species:S:1:pos:R:3:lowdin_charge:R:1 method="wB97M-V/def2-TZVPD" smiles="O=C1NCCCN1" e_above_lowest_kj_mol=39.4 e_tot_ha=-341.98866 charge=0 e_homo_ha=-0.344
O -0.7897 -1.9646 1.9045 0.034
C -0.4274 -1.1340 1.0854 -0.569
N 0.2969 -0.0088 1.4397 0.070
C 0.4624 1.1280 0.5475 -0.201
C 0.7951 0.5874 -0.8474 -0.168
C -0.4433 -0.2206 -1.2414 -0.203
N -0.6631 -1.2738 -0.2631 0.067
H 0.4817 0.0275 2.4299 0.138
H -0.4359 1.7906 0.4150 0.120
H 1.0306 1.9485 0.9760 0.110
H 1.6786 -0.0649 -0.9382 0.122
H 0.9313 1.4360 -1.5179 0.109
H -0.3328 -0.6811 -2.2273 0.117
H -1.3012 0.4671 -1.2766 0.114
H -1.2832 -2.0372 -0.4860 0.140